# 1
# C44H106N9O12

A 8-piece molecular cluster, C44H106N9O12 overall in a non-equilibrium geometry (ωB97M-V with the def2-TZVPD basis set, the OMol25 dataset).

ORCA input file:
```
! RIJCOSX wB97M-V def2-TZVPD def2/J DEFGRID3
* xyz 6 2
O 6.882 -30.111 -2.439
C 7.214 -30.131 -3.830
C 6.288 -29.319 -4.845
O 6.254 -29.643 -6.236
H 7.318 -31.097 -4.325
H 8.215 -29.759 -4.047
H 6.484 -28.247 -4.862
H 5.242 -29.346 -4.541
C 8.100 -33.491 -12.492
C 6.690 -33.712 -12.069
N 6.487 -33.068 -10.765
C 6.356 -31.734 -10.422
C 6.553 -31.677 -9.079
N 6.724 -32.938 -8.598
C 6.592 -33.842 -9.596
C 7.030 -33.287 -7.211
H 8.392 -32.485 -12.190
H 8.318 -33.482 -13.560
H 8.861 -34.207 -12.181
H 6.378 -34.754 -12.135
H 6.051 -33.189 -12.781
H 6.207 -30.984 -11.184
H 6.804 -30.830 -8.457
H 6.792 -34.904 -9.597
H 8.066 -33.556 -7.003
H 6.345 -34.085 -6.926
H 6.803 -32.458 -6.541
C 9.973 -28.318 -8.027
C 9.387 -29.289 -6.962
N 10.380 -30.174 -6.341
C 10.265 -31.412 -5.875
C 11.480 -31.853 -5.357
N 12.417 -30.917 -5.690
C 11.760 -29.797 -6.180
C 13.814 -31.119 -5.508
H 10.077 -28.850 -8.973
H 10.968 -27.944 -7.787
H 9.245 -27.511 -8.116
H 8.605 -29.971 -7.295
H 8.989 -28.697 -6.138
H 9.308 -31.905 -5.967
H 11.872 -32.795 -5.003
H 12.168 -28.833 -6.444
H 14.161 -30.527 -4.661
H 14.288 -30.733 -6.411
H 14.120 -32.165 -5.502
C 5.818 -27.800 -11.862
O 5.850 -27.437 -10.513
C 4.853 -26.546 -10.074
C 4.964 -26.368 -8.599
N 6.361 -25.678 -8.257
H 6.972 -25.889 -9.033
H 6.222 -24.705 -8.488
C 7.134 -25.992 -6.979
C 6.381 -25.540 -5.781
O 6.121 -24.225 -5.889
C 5.402 -23.638 -4.798
H 5.839 -26.909 -12.491
H 4.962 -28.345 -12.260
H 6.741 -28.373 -11.948
H 3.866 -26.862 -10.410
H 5.083 -25.602 -10.569
H 4.897 -27.320 -8.071
H 4.124 -25.763 -8.259
H 8.064 -25.547 -7.333
H 7.288 -27.066 -7.080
H 6.853 -25.835 -4.844
H 5.421 -26.036 -5.641
H 4.688 -24.362 -4.404
H 4.769 -22.830 -5.165
H 6.093 -23.446 -3.977
C 0.758 -26.353 -8.894
O 1.530 -27.528 -8.615
C 1.754 -27.928 -7.175
C 2.759 -29.091 -7.153
N 2.427 -30.002 -8.389
H 1.427 -30.126 -8.322
H 2.489 -29.640 -9.330
C 3.160 -31.286 -8.421
C 2.616 -32.311 -9.435
O 2.890 -31.744 -10.739
C 2.511 -32.722 -11.768
H 0.845 -26.109 -9.953
H 0.918 -25.453 -8.301
H -0.260 -26.455 -8.517
H 0.770 -28.139 -6.755
H 2.205 -27.087 -6.648
H 2.836 -29.549 -6.167
H 3.809 -28.854 -7.328
H 2.985 -31.586 -7.388
H 4.224 -31.053 -8.459
H 1.563 -32.559 -9.302
H 3.067 -33.292 -9.290
H 3.056 -33.661 -11.675
H 2.817 -32.346 -12.744
H 1.444 -32.928 -11.682
C -0.194 -29.119 -2.985
O 1.279 -29.256 -2.807
C 1.941 -28.200 -2.042
C 3.427 -28.343 -2.248
N 4.067 -29.642 -1.841
H 3.733 -30.441 -2.360
H 5.049 -29.607 -2.075
C 3.905 -29.927 -0.334
C 4.625 -28.835 0.562
O 3.606 -27.865 0.965
C 4.055 -27.101 2.133
H -0.396 -29.355 -4.030
H -0.620 -28.240 -2.501
H -0.620 -29.945 -2.416
H 1.646 -28.059 -1.002
H 1.700 -27.280 -2.574
H 3.950 -27.549 -1.715
H 3.597 -28.222 -3.318
H 4.343 -30.916 -0.207
H 2.861 -30.113 -0.080
H 5.411 -28.326 0.005
H 5.079 -29.315 1.429
H 3.907 -27.779 2.973
H 3.353 -26.281 2.285
H 4.987 -26.541 2.046
C 7.132 -24.435 -1.000
O 6.651 -25.677 -1.387
C 7.593 -26.537 -1.962
C 8.425 -27.257 -0.792
N 8.961 -28.566 -1.341
H 9.423 -29.206 -0.710
H 8.143 -29.095 -1.606
C 10.001 -28.580 -2.456
C 11.411 -28.159 -2.193
O 11.382 -26.780 -1.829
C 12.678 -26.195 -1.994
H 7.347 -23.777 -1.842
H 8.042 -24.548 -0.410
H 6.427 -24.019 -0.281
H 8.180 -26.018 -2.719
H 6.952 -27.233 -2.504
H 7.747 -27.545 0.011
H 9.333 -26.722 -0.518
H 9.605 -28.057 -3.326
H 10.017 -29.635 -2.730
H 11.908 -28.372 -3.139
H 11.873 -28.711 -1.375
H 13.012 -26.148 -3.031
H 13.469 -26.777 -1.520
H 12.701 -25.160 -1.652
C 6.635 -37.072 -1.176
O 6.921 -35.725 -1.292
C 6.344 -35.056 -2.426
C 6.958 -33.641 -2.607
N 6.249 -32.773 -1.543
H 6.447 -31.852 -1.908
H 5.242 -32.845 -1.572
C 6.949 -32.719 -0.132
C 6.090 -33.196 1.132
O 4.682 -33.165 0.928
C 3.946 -33.863 1.947
H 5.564 -37.152 -0.994
H 7.055 -37.410 -0.229
H 7.050 -37.693 -1.970
H 5.258 -34.959 -2.418
H 6.565 -35.588 -3.351
H 6.632 -33.327 -3.599
H 8.046 -33.597 -2.567
H 7.494 -31.778 -0.070
H 7.800 -33.395 -0.207
H 6.223 -32.372 1.833
H 6.493 -34.122 1.541
H 4.306 -34.892 1.982
H 2.868 -33.831 1.786
H 4.132 -33.521 2.965
*
```

Properties
**Expectation value of S²**: 0.75
**HOMO (spin up / spin down)**: -20.713 / -20.713 eV
**Lowest unoccupied orbital energy (spin up / spin down)**: -12.36 / -15.31 eV
**Frontier orbital gap (spin up / spin down)**: 0.3069 / 0.1985 Eh

---

# 2
# C44H108N4O20

A 12-piece molecular cluster, C44H108N4O20 overall in a non-equilibrium geometry (ωB97M-V with the def2-TZVPD basis set, the OMol25 dataset).

ORCA input file:
```
! RIJCOSX wB97M-V def2-TZVPD def2/J DEFGRID3
* xyz 0 1
C -29.157 9.072 -9.764
N -30.122 8.777 -10.799
C -31.311 8.209 -10.625
C -32.067 7.743 -11.864
O -31.705 7.991 -9.520
H -29.110 10.158 -9.681
H -28.165 8.748 -10.078
H -29.343 8.614 -8.793
H -29.825 9.029 -11.730
H -32.039 8.422 -12.716
H -33.113 7.573 -11.611
H -31.710 6.800 -12.277
C -29.812 0.850 -7.693
N -28.604 0.183 -8.090
C -27.379 0.706 -8.018
C -26.263 -0.216 -8.541
O -27.124 1.811 -7.553
H -29.587 1.813 -7.235
H -30.239 0.197 -6.932
H -30.406 1.048 -8.586
H -28.702 -0.737 -8.495
H -26.724 -1.064 -9.047
H -25.603 -0.600 -7.764
H -25.756 0.396 -9.288
C -33.538 4.408 -10.481
N -33.316 4.330 -11.913
C -32.204 3.874 -12.504
C -32.145 3.920 -14.044
O -31.209 3.644 -11.860
H -34.549 4.093 -10.226
H -33.590 5.434 -10.115
H -32.733 3.867 -9.984
H -33.953 4.830 -12.517
H -32.940 3.244 -14.357
H -31.168 3.548 -14.354
H -32.245 4.942 -14.407
C -28.847 5.016 -9.937
N -27.746 4.691 -8.998
C -26.835 5.552 -8.458
C -25.812 4.991 -7.452
O -26.753 6.737 -8.856
H -28.636 4.536 -10.892
H -29.016 6.077 -10.119
H -29.794 4.637 -9.553
H -27.637 3.727 -8.716
H -25.017 4.498 -8.012
H -26.336 4.221 -6.885
H -25.411 5.764 -6.797
C -22.993 5.818 -12.267
O -24.313 6.008 -12.751
C -25.172 6.726 -11.907
C -26.577 6.840 -12.565
O -27.214 5.584 -12.894
C -28.457 5.762 -13.500
H -23.027 5.253 -11.335
H -22.490 6.711 -11.894
H -22.347 5.317 -12.987
H -24.693 7.648 -11.576
H -25.331 6.160 -10.989
H -26.382 7.364 -13.500
H -27.213 7.426 -11.902
H -29.097 6.580 -13.167
H -28.924 4.778 -13.461
H -28.393 5.935 -14.574
C -21.654 1.015 -14.594
O -23.001 1.042 -14.020
C -23.432 2.414 -13.735
C -24.923 2.353 -13.148
O -24.919 2.035 -11.738
C -25.691 3.045 -11.053
H -20.949 1.497 -13.917
H -21.533 1.542 -15.541
H -21.279 -0.009 -14.591
H -23.482 2.952 -14.682
H -22.752 2.889 -13.027
H -25.514 1.615 -13.691
H -25.420 3.297 -13.375
H -25.246 4.035 -11.151
H -25.721 2.826 -9.986
H -26.720 3.145 -11.400
C -22.862 6.830 -5.108
O -22.371 8.024 -4.461
C -21.452 8.695 -5.364
C -20.887 9.924 -4.812
O -19.768 10.213 -5.670
C -19.153 11.478 -5.354
H -23.472 6.328 -4.357
H -21.992 6.229 -5.376
H -23.483 7.098 -5.963
H -22.024 8.954 -6.255
H -20.676 8.053 -5.782
H -20.617 9.898 -3.756
H -21.667 10.683 -4.750
H -19.913 12.222 -5.118
H -18.639 11.903 -6.217
H -18.466 11.607 -4.517
C -36.099 2.313 -8.344
O -36.035 2.113 -6.929
C -35.900 3.269 -6.167
C -34.464 4.016 -6.089
O -33.926 4.439 -7.329
C -32.686 5.077 -7.138
H -35.131 2.409 -8.837
H -36.634 3.250 -8.497
H -36.650 1.532 -8.868
H -36.311 3.003 -5.192
H -36.640 4.021 -6.440
H -33.842 3.182 -5.763
H -34.611 4.885 -5.448
H -32.054 4.510 -6.455
H -32.904 6.070 -6.743
H -32.119 5.214 -8.059
C -25.229 9.848 -9.547
O -25.753 11.145 -9.474
C -24.750 12.145 -9.972
C -23.227 11.965 -9.749
O -22.849 11.588 -8.403
C -21.460 11.605 -8.212
H -26.004 9.106 -9.355
H -24.520 9.637 -8.747
H -24.750 9.626 -10.501
H -25.177 13.119 -9.731
H -24.948 12.129 -11.044
H -22.816 12.955 -9.948
H -22.782 11.324 -10.510
H -20.908 12.426 -8.671
H -20.960 10.743 -8.654
H -21.186 11.450 -7.168
C -24.019 -1.445 -5.353
O -24.372 -0.105 -5.744
C -23.457 0.885 -5.332
C -24.166 2.262 -5.252
O -23.345 3.425 -5.039
C -22.816 3.648 -3.700
H -24.775 -2.147 -5.707
H -24.069 -1.536 -4.268
H -23.059 -1.855 -5.667
H -22.662 0.987 -6.071
H -23.125 0.645 -4.322
H -24.892 2.182 -4.443
H -24.660 2.402 -6.214
H -22.250 2.840 -3.237
H -23.704 3.740 -3.075
H -22.254 4.576 -3.591
C -20.629 -1.011 -11.656
O -20.801 0.254 -10.960
C -22.096 0.513 -10.473
C -22.219 1.791 -9.689
O -21.470 1.862 -8.470
C -21.440 3.123 -7.807
H -19.572 -1.192 -11.852
H -21.193 -0.956 -12.587
H -21.006 -1.856 -11.081
H -22.367 -0.386 -9.920
H -22.783 0.584 -11.316
H -23.285 1.919 -9.500
H -21.888 2.673 -10.236
H -22.415 3.384 -7.395
H -21.057 3.908 -8.460
H -20.736 2.959 -6.992
C -30.966 9.714 -4.304
O -30.140 8.570 -4.562
C -29.921 8.358 -5.919
C -29.264 6.967 -6.088
O -29.787 5.842 -5.323
C -29.183 4.577 -5.499
H -32.021 9.452 -4.382
H -30.723 10.638 -4.830
H -30.822 10.057 -3.279
H -29.351 9.158 -6.392
H -30.904 8.238 -6.374
H -28.180 7.034 -5.996
H -29.399 6.751 -7.148
H -28.134 4.590 -5.202
H -29.334 4.243 -6.525
H -29.700 3.847 -4.877
*
```

Properties
**HOMO**: -9.070 eV
**Lowest unoccupied orbital energy**: 0.50 eV
**Frontier orbital gap**: 0.3516 Eh